Record 1
The following is a quantum chemistry calculation of a structure of composition C18H62Ag2F3O20P at a distorted geometry, from OMol25.

Output
spin multiplicity: 3
gap between HOMO and LUMO (alpha / beta): 8.305 / 5.929 eV
net charge: 0
expectation value of S²: 2.02

Positions of all 106 atoms, in Å:
Ag1 3.560 -22.026 -0.764
Ag2 1.782 -18.828 0.110
C1 5.240 -19.114 0.764
O1 6.141 -19.246 -0.370
O2 4.061 -19.810 0.389
C2 6.071 -19.572 2.025
F1 5.246 -19.908 3.040
F2 6.781 -20.642 1.818
F3 6.905 -18.578 2.414
C3 7.035 -18.203 -0.583
C4 7.768 -18.523 -1.906
H1 8.269 -19.490 -1.862
H2 7.175 -18.575 -2.820
H3 8.433 -17.691 -2.136
H4 7.645 -17.828 0.239
H5 6.498 -17.328 -0.949
H6 5.030 -18.046 0.823
P1 0.766 -21.444 -0.401
O3 1.733 -22.566 0.113
O4 1.885 -20.628 -1.102
O5 0.223 -20.338 0.592
O6 -0.516 -21.835 -1.216
C5 9.391 -21.016 4.405
O7 10.466 -21.696 4.989
H7 9.172 -20.088 4.933
H8 9.352 -20.900 3.322
H9 8.450 -21.525 4.615
H10 11.263 -21.512 4.487
C6 3.567 -16.665 -1.793
O8 2.568 -17.720 -1.803
H11 4.326 -16.584 -2.571
H12 3.003 -15.737 -1.884
H13 3.984 -16.632 -0.786
H14 2.380 -17.891 -2.729
C7 9.432 -15.014 -0.721
O9 10.034 -16.185 -0.212
H15 9.012 -15.072 -1.726
H16 8.653 -14.579 -0.094
H17 10.217 -14.262 -0.788
H18 10.082 -16.142 0.746
C8 11.718 -18.775 -1.154
O10 11.684 -17.700 -2.062
H19 10.828 -19.365 -1.372
H20 12.673 -19.280 -1.297
H21 11.621 -18.325 -0.166
H22 11.143 -16.972 -1.747
C9 5.517 -14.650 1.120
O11 4.622 -15.239 2.125
H23 5.324 -14.843 0.064
H24 5.489 -13.561 1.095
H25 6.467 -15.108 1.393
H26 3.970 -14.576 2.363
C10 5.568 -23.990 1.226
O12 4.322 -23.570 0.830
H27 5.938 -24.945 0.853
H28 6.313 -23.258 0.915
H29 5.750 -23.980 2.301
H30 3.596 -24.064 1.219
C11 6.176 -14.018 -2.531
O13 5.335 -14.559 -3.545
H31 6.539 -14.808 -1.873
H32 7.059 -13.488 -2.890
H33 5.621 -13.327 -1.898
H34 5.731 -15.363 -3.889
C12 2.464 -18.883 3.580
O14 1.624 -19.261 2.547
H35 3.184 -18.117 3.289
H36 1.794 -18.373 4.272
H37 3.008 -19.701 4.052
H38 1.000 -19.896 2.905
C13 6.946 -21.686 -2.103
O15 5.927 -21.654 -1.163
H39 7.922 -21.821 -1.638
H40 6.777 -22.543 -2.756
H41 6.946 -20.831 -2.778
H42 6.033 -20.767 -0.811
C14 9.738 -20.955 -4.492
O16 10.014 -21.831 -3.459
H43 10.089 -21.305 -5.463
H44 8.686 -20.673 -4.452
H45 10.211 -20.011 -4.221
H46 9.461 -22.615 -3.503
C15 5.918 -17.936 -5.886
O17 6.377 -16.805 -5.112
H47 6.345 -18.859 -5.495
H48 4.835 -17.926 -6.013
H49 6.269 -17.804 -6.909
H50 7.254 -16.509 -5.368
C16 10.178 -17.993 2.813
O18 10.483 -16.725 2.493
H51 10.483 -18.691 2.033
H52 10.814 -18.277 3.651
H53 9.149 -18.064 3.164
H54 10.267 -16.170 3.246
C17 1.423 -16.083 1.869
O19 2.347 -16.842 1.102
H55 1.980 -15.744 2.742
H56 0.978 -15.233 1.353
H57 0.658 -16.689 2.355
H58 3.016 -16.189 0.884
C18 9.565 -16.841 -4.861
O20 9.231 -15.968 -5.967
H59 10.603 -17.015 -4.580
H60 8.972 -16.406 -4.056
H61 9.201 -17.849 -5.060
H62 9.574 -16.494 -6.693

Results of the Mulliken charge analysis, in e, for atoms 1 through 8: atom 1 (Ag): 1.11, atom 2 (Ag): 0.92, atom 3 (C): 0.13, atom 4 (O): -1.36, atom 5 (O): 0.29, atom 6 (C): 0.53, atom 7 (F): -0.25, atom 8 (F): -0.22

Record 2
The following is a quantum chemistry calculation of a cluster of 13 separate species, C18H62N10O13 in total at a distorted geometry, from OMol25.

Output
gap between HOMO and LUMO: 7.831 eV
net charge: 0
ΔE to the lowest compared entry with this formula, charge and spin: 0.000 eV

Positions of all 103 atoms, in Å:
C1 2.377 -1.936 2.595
C2 1.850 -1.104 3.806
O1 2.680 0.058 3.964
H1 2.197 -1.578 1.543
H2 1.965 -2.893 2.702
H3 3.411 -2.153 2.736
H4 1.917 -1.740 4.713
H5 0.778 -0.951 3.733
H6 2.536 0.400 4.822
C3 -2.584 2.546 1.371
C4 -4.066 3.019 1.500
O2 -4.233 4.252 2.216
H7 -2.560 1.495 1.094
H8 -2.078 2.699 2.313
H9 -1.974 3.073 0.595
H10 -4.623 2.215 1.970
H11 -4.462 3.223 0.482
H12 -4.763 4.809 1.704
C5 1.156 2.582 2.986
C6 0.782 3.806 2.070
O3 1.750 4.804 2.127
H13 0.290 1.955 3.236
H14 1.579 2.937 3.932
H15 1.943 1.948 2.487
H16 -0.175 4.137 2.543
H17 0.528 3.492 1.010
H18 1.520 5.401 1.375
C7 -4.205 -2.332 1.763
C8 -4.012 -1.302 0.691
O4 -3.475 -1.936 -0.490
H19 -4.851 -3.135 1.510
H20 -4.684 -1.838 2.611
H21 -3.229 -2.679 2.123
H22 -3.249 -0.535 0.948
H23 -4.930 -0.852 0.413
H24 -3.381 -1.291 -1.164
C9 -0.387 -0.432 -0.936
C10 0.444 0.542 -0.051
O5 1.685 0.853 -0.586
H25 -0.111 -1.502 -0.846
H26 -0.313 -0.119 -1.964
H27 -1.463 -0.317 -0.693
H28 0.654 0.109 0.966
H29 -0.089 1.485 0.105
H30 2.402 0.603 0.032
C11 3.119 -1.621 -2.759
O6 3.779 -1.936 -1.610
N1 2.329 -0.653 -2.844
N2 3.188 -2.298 -3.883
H31 2.113 -0.117 -1.953
H32 1.672 -0.479 -3.616
H33 3.628 -3.178 -3.644
H34 2.539 -2.225 -4.709
C12 -3.076 1.253 -2.553
O7 -2.853 -0.102 -2.958
N3 -4.211 1.636 -2.148
N4 -2.165 2.216 -2.578
H35 -4.989 0.927 -2.272
H36 -4.489 2.584 -1.841
H37 -1.240 1.968 -2.777
H38 -2.329 3.162 -2.148
C13 4.910 -0.254 1.442
O8 3.851 0.356 0.777
N5 5.208 -0.187 2.724
N6 5.875 -0.779 0.758
H39 4.469 0.134 3.335
H40 5.497 -1.101 3.090
H41 5.650 -0.983 -0.220
H42 6.455 -1.495 1.128
C14 -0.644 -3.295 0.891
O9 -0.608 -2.042 1.563
N7 -1.606 -3.735 0.177
N8 0.365 -4.137 0.907
H43 -2.366 -3.050 -0.050
H44 -1.545 -4.507 -0.485
H45 1.250 -3.824 1.369
H46 0.370 -5.127 0.512
C15 1.175 3.210 -2.982
O10 0.500 2.054 -3.392
N9 1.694 3.337 -1.810
N10 1.386 4.215 -3.732
H47 1.695 2.437 -1.276
H48 1.786 4.227 -1.349
H49 1.089 4.137 -4.729
H50 1.826 5.118 -3.513
C16 0.585 -3.642 -2.728
O11 1.528 -3.832 -1.674
H51 0.817 -4.190 -3.656
H52 0.573 -2.572 -3.007
H53 -0.393 -3.950 -2.324
H54 1.040 -3.708 -0.890
C17 -0.630 -0.840 -5.109
O12 0.768 -0.654 -5.195
H55 -0.882 -1.524 -4.257
H56 -1.097 -1.113 -6.110
H57 -1.031 0.062 -4.873
H58 0.899 0.157 -5.624
C18 -2.022 -0.275 3.726
O13 -1.664 0.188 4.989
H59 -1.297 0.019 2.994
H60 -3.070 0.040 3.405
H61 -1.928 -1.389 3.712
H62 -2.016 -0.398 5.687

Results of the Mulliken charge analysis, in e, for atoms 1 through 8: atom 1 (C): -1.11, atom 2 (C): -0.03, atom 3 (O): -0.46, atom 4 (H): 0.20, atom 5 (H): 0.22, atom 6 (H): 0.58, atom 7 (H): 0.53, atom 8 (H): -0.06

Record 3
The following is a quantum chemistry calculation of a cluster of 15 separate species, C18H63BrN3O23P in total, from OMol25.

Output
gap between HOMO and LUMO: 8.916 eV
net charge: 0
ΔE to the lowest compared entry with this formula, charge and spin: 0.000 eV

Positions of all 109 atoms, in Å:
C1 5.824 -3.046 0.256
C2 4.908 -1.890 0.616
O1 3.547 -2.297 0.741
C3 3.064 -2.456 2.062
C4 2.573 -1.108 2.591
O2 1.141 -1.060 2.492
C5 0.689 -0.069 1.574
C6 0.842 1.297 2.298
O3 2.039 1.954 1.879
N1 2.630 2.617 3.037
O4 2.749 3.749 2.851
N2 1.454 -0.171 0.308
C7 0.595 -0.291 -0.775
O5 0.917 -0.811 -1.811
C8 -0.720 0.391 -0.346
C9 -0.283 1.914 -0.400
C10 0.251 2.338 -1.792
C11 1.764 2.480 -1.831
Br1 -0.497 4.097 -2.251
P1 -2.200 0.322 -1.469
N3 -2.662 1.698 -1.994
O6 -3.300 -0.521 -0.670
O7 -1.742 -0.631 -2.673
C12 -0.777 -0.356 1.080
C13 -1.870 0.030 2.100
C14 -2.629 1.358 1.956
O8 -2.243 2.338 2.920
C15 -0.770 -1.938 0.984
C16 -1.802 -2.726 0.175
C17 -3.044 -3.133 0.978
O9 -3.324 -4.502 0.684
C18 -4.397 -5.019 1.446
H1 6.078 -3.639 1.140
H2 5.379 -3.708 -0.483
H3 6.761 -2.641 -0.124
H4 5.271 -1.412 1.528
H5 4.946 -1.158 -0.190
H6 2.210 -3.130 1.984
H7 3.815 -2.889 2.729
H8 3.017 -0.330 1.975
H9 2.883 -0.928 3.623
H10 0.005 1.958 2.098
H11 0.873 1.110 3.376
H12 2.153 -0.914 0.273
H13 0.521 2.119 0.282
H14 -1.098 2.582 -0.143
H15 -0.102 1.674 -2.578
H16 2.109 2.730 -2.833
H17 2.232 1.550 -1.503
H18 2.078 3.263 -1.140
H19 -3.604 1.961 -1.737
H20 -4.115 -0.528 -1.202
H21 -2.256 -1.448 -2.734
H22 -2.608 -0.770 2.150
H23 -1.404 0.049 3.092
H24 -2.495 1.824 0.985
H25 -3.702 1.161 2.052
H26 -2.574 2.056 3.780
H27 0.216 -2.265 0.665
H28 -0.910 -2.283 2.007
H29 -2.055 -2.264 -0.764
H30 -1.333 -3.674 -0.107
H31 -3.932 -2.557 0.714
H32 -2.833 -3.039 2.051
H33 -5.312 -4.437 1.295
H34 -4.150 -5.017 2.513
H35 -4.567 -6.048 1.134
O10 7.048 -1.250 3.188
H36 7.961 -1.415 2.934
H37 7.101 -0.960 4.107
O11 4.270 -1.514 -2.537
H38 4.224 -2.421 -2.853
H39 3.350 -1.285 -2.346
O12 -0.438 7.419 -0.955
H40 -0.376 6.502 -1.254
H41 -1.367 7.644 -1.067
O13 -5.180 -2.322 -1.719
H42 -4.779 -3.190 -1.864
H43 -6.126 -2.500 -1.731
O14 -1.566 2.324 -5.007
H44 -1.958 1.743 -4.340
H45 -0.634 2.354 -4.773
O15 7.592 0.655 5.782
H46 7.745 1.082 6.629
H47 7.873 1.296 5.120
O16 -3.501 5.450 -2.832
H48 -4.174 5.239 -3.494
H49 -2.996 4.633 -2.721
O17 -7.359 -4.774 -0.316
H50 -6.990 -5.626 -0.569
H51 -8.312 -4.909 -0.321
O18 -3.517 -4.457 -2.134
H52 -3.268 -4.635 -1.211
H53 -2.897 -4.953 -2.675
O19 7.795 -4.351 -1.910
H54 7.445 -4.159 -2.786
H55 8.557 -3.769 -1.826
O20 -0.643 -2.599 4.368
H56 -0.570 -2.179 5.230
H57 -0.231 -1.983 3.747
O21 2.038 5.780 -0.935
H58 1.916 6.254 -0.105
H59 2.482 6.412 -1.509
O22 -5.842 5.317 -4.683
H60 -6.759 5.029 -4.666
H61 -5.872 6.261 -4.493
O23 -2.352 7.073 -5.173
H62 -2.769 6.406 -4.610
H63 -1.434 7.068 -4.890

Results of the Mulliken charge analysis, in e, for atoms 1 through 8: atom 1 (C): -1.47, atom 2 (C): 0.01, atom 3 (O): -0.36, atom 4 (C): -1.00, atom 5 (C): -0.45, atom 6 (O): 0.03, atom 7 (C): -0.07, atom 8 (C): -2.23

Record 4
The following is a quantum chemistry calculation of a cluster of 14 separate species, C18H64N20O18 in total at a distorted geometry, from OMol25.

Output
spin multiplicity: 2
gap between HOMO and LUMO (alpha / beta): 8.848 / 2.535 eV
net charge: +1
expectation value of S²: 0.75

Positions of all 120 atoms, in Å:
C1 11.891 -15.534 1.587
O1 12.919 -14.955 1.784
N1 11.150 -15.446 0.474
N2 11.471 -16.540 2.315
H1 11.539 -14.704 -0.091
H2 10.329 -16.029 0.397
H3 11.747 -16.510 3.286
H4 10.581 -16.991 2.154
C2 1.552 -15.024 0.559
O2 0.680 -15.433 -0.215
N3 2.234 -13.986 0.229
N4 1.985 -15.526 1.654
H5 1.955 -13.514 -0.619
H6 2.867 -13.535 0.873
H7 2.870 -15.139 1.951
H8 1.367 -16.163 2.135
C3 7.212 -8.951 -1.075
O3 8.056 -8.702 -0.240
N5 6.513 -8.008 -1.638
N6 7.128 -10.119 -1.664
H9 6.651 -7.116 -1.186
H10 5.790 -8.141 -2.331
H11 7.738 -10.835 -1.296
H12 6.379 -10.320 -2.311
C4 9.830 -12.645 -2.079
O4 9.332 -12.742 -3.152
N7 10.845 -11.837 -1.926
N8 9.348 -13.253 -1.007
H13 11.095 -11.382 -2.792
H14 11.113 -11.614 -0.978
H15 9.825 -13.267 -0.117
H16 8.572 -13.892 -1.102
C5 2.675 -14.874 -4.207
O5 2.649 -13.773 -4.661
N9 2.809 -15.936 -4.921
N10 2.674 -15.202 -2.932
H17 3.076 -16.775 -4.427
H18 3.155 -15.776 -5.856
H19 3.165 -16.033 -2.634
H20 2.530 -14.549 -2.175
C6 4.813 -18.504 -2.771
O6 4.242 -17.565 -2.326
N11 5.905 -18.578 -3.456
N12 4.306 -19.717 -2.714
H21 6.352 -19.479 -3.547
H22 6.445 -17.772 -3.736
H23 3.461 -19.860 -2.180
H24 4.596 -20.429 -3.368
C7 3.876 -9.864 1.303
O7 3.916 -8.744 1.747
N13 4.789 -10.741 1.255
N14 2.830 -10.172 0.587
H25 4.594 -11.731 1.299
H26 5.623 -10.327 1.647
H27 2.136 -9.451 0.722
H28 2.688 -11.142 0.345
C8 4.756 -13.740 3.101
O8 4.124 -13.500 2.107
N15 4.609 -13.145 4.246
N16 5.808 -14.451 3.117
H29 4.979 -13.657 5.034
H30 3.877 -12.462 4.380
H31 6.258 -14.857 2.309
H32 6.335 -14.385 3.976
C9 8.189 -11.965 2.188
O9 8.366 -11.151 3.059
N17 8.404 -13.249 2.478
N18 7.756 -11.786 0.966
H33 8.314 -14.012 1.822
H34 8.792 -13.522 3.370
H35 7.380 -10.888 0.697
H36 7.428 -12.567 0.415
C10 6.628 -14.999 -4.956
O10 6.102 -15.888 -5.555
N19 7.818 -15.084 -4.469
N20 6.061 -13.939 -4.559
H37 8.201 -14.162 -4.312
H38 8.279 -15.964 -4.647
H39 6.558 -13.468 -3.816
H40 5.100 -13.875 -4.863
C11 7.411 -17.949 3.755
C12 6.493 -17.405 4.909
O11 5.310 -16.993 4.223
O12 7.985 -17.001 2.837
H41 6.917 -18.763 3.224
H42 8.253 -18.409 4.273
H43 6.987 -16.587 5.432
H44 6.185 -18.291 5.464
H45 5.561 -16.428 3.489
H46 8.568 -17.439 2.212
C13 3.748 -10.988 -3.465
C14 3.472 -9.554 -3.126
O13 4.500 -8.681 -3.522
O14 4.034 -11.679 -2.232
H47 4.710 -11.041 -3.975
H48 2.854 -11.470 -3.862
H49 3.366 -9.268 -2.079
H50 2.522 -9.184 -3.511
H51 4.879 -8.980 -4.352
H52 3.278 -12.127 -1.845
C15 6.249 -15.621 -0.408
C16 5.487 -14.349 -0.634
O15 6.168 -13.411 -1.484
O16 7.280 -15.510 0.574
H53 6.698 -15.990 -1.330
H54 5.552 -16.330 0.038
H55 5.234 -13.799 0.273
H56 4.608 -14.820 -1.074
H57 5.710 -12.582 -1.637
H58 7.807 -16.296 0.412
C17 8.508 -19.100 0.432
C18 8.596 -18.519 -0.926
O17 9.076 -17.243 -0.965
O18 9.736 -18.779 1.200
H59 8.470 -20.189 0.434
H60 7.649 -18.773 1.018
H61 7.609 -18.529 -1.388
H62 9.330 -19.050 -1.532
H63 8.992 -17.049 -1.902
H64 10.428 -18.652 0.547

Results of the Mulliken charge analysis, in e, for atoms 1 through 8: atom 1 (C): 0.55, atom 2 (O): -0.66, atom 3 (N): -0.28, atom 4 (N): -0.32, atom 5 (H): 0.17, atom 6 (H): 0.06, atom 7 (H): 0.25, atom 8 (H): 0.11

> Which value of net charge does entry 3 give?

0